[1]
{
  "formula": "C24H49O13Zn",
  "method": "ωB97M-V/def2-TZVPD",
  "species": ["Zn", "O", "H", "C", "O", "C", "O", "O", "C", "H", "H", "H", "H", "H", "H", "C", "O", "C", "O", "O", "C", "H", "H", "H", "H", "H", "H", "C", "C", "O", "C", "H", "H", "H", "H", "H", "H", "C", "C", "O", "C", "H", "H", "H", "H", "H", "H", "C", "C", "O", "C", "H", "H", "H", "H", "H", "H", "C", "C", "O", "C", "H", "H", "H", "H", "H", "H", "C", "C", "O", "C", "H", "H", "H", "H", "H", "H", "C", "C", "O", "C", "H", "H", "H", "H", "H", "H"],
  "xyz": [[0.63, 0.71, -2.39], [-0.39, -0.36, -1.19], [-0.72, -0.30, -0.31], [4.00, 2.75, -0.73], [4.33, 1.41, -0.36], [3.45, 0.48, -0.60], [2.47, 0.59, -1.27], [3.78, -0.66, -0.01], [4.74, -0.59, 1.04], [4.07, 2.82, -1.82], [4.72, 3.41, -0.28], [2.97, 2.99, -0.46], [4.75, -1.59, 1.49], [4.46, 0.09, 1.85], [5.71, -0.30, 0.67], [-3.61, -0.56, -0.96], [-4.83, -0.07, -0.39], [-4.80, 0.57, 0.77], [-5.74, 1.06, 1.30], [-3.54, 0.60, 1.27], [-3.30, 1.34, 2.47], [-3.86, -1.31, -1.70], [-2.95, -1.02, -0.23], [-3.08, 0.26, -1.45], [-2.22, 1.46, 2.44], [-3.58, 0.80, 3.37], [-3.80, 2.31, 2.49], [0.96, 0.68, 2.28], [1.82, 1.81, 2.81], [2.93, 2.04, 2.38], [1.20, 2.61, 3.94], [1.01, -0.23, 2.87], [1.32, 0.46, 1.27], [-0.10, 0.91, 2.15], [1.13, 2.01, 4.86], [0.21, 2.92, 3.62], [1.81, 3.46, 4.23], [-1.87, 3.24, -4.67], [-1.98, 1.81, -4.24], [-1.10, 1.29, -3.59], [-3.19, 1.01, -4.66], [-2.75, 3.82, -4.37], [-1.85, 3.31, -5.76], [-1.02, 3.74, -4.22], [-2.90, 0.04, -5.04], [-3.79, 1.53, -5.40], [-3.78, 0.86, -3.75], [0.38, -2.97, -3.72], [1.57, -2.11, -3.43], [1.45, -0.90, -3.45], [2.85, -2.80, -3.10], [0.63, -3.86, -4.31], [-0.43, -2.39, -4.15], [-0.02, -3.38, -2.79], [2.68, -3.41, -2.21], [3.67, -2.12, -2.87], [3.17, -3.46, -3.91], [0.06, 3.87, 0.68], [-0.50, 3.14, -0.50], [0.22, 2.50, -1.23], [-1.99, 3.23, -0.68], [-0.14, 4.93, 0.53], [1.12, 3.64, 0.79], [-0.35, 3.49, 1.62], [-2.35, 4.22, -0.38], [-2.52, 2.40, -0.21], [-2.23, 3.13, -1.74], [-1.88, -1.93, 2.53], [-1.36, -1.57, 3.89], [-1.29, -0.40, 4.22], [-1.01, -2.67, 4.86], [-1.71, -2.97, 2.28], [-1.43, -1.29, 1.78], [-2.96, -1.77, 2.56], [-1.03, -2.34, 5.90], [-0.04, -3.11, 4.67], [-1.81, -3.42, 4.78], [0.66, -3.25, 0.20], [1.32, -3.93, 1.37], [0.87, -3.83, 2.49], [2.55, -4.75, 1.10], [0.45, -4.04, -0.53], [1.29, -2.54, -0.33], [-0.24, -2.72, 0.48], [3.44, -4.14, 1.25], [2.54, -5.08, 0.05], [2.65, -5.60, 1.77]],
  "energy_ha": -3701.13954,
  "orbital_gap_ev": 5.3724,
  "total_charge": 1
}

[2]
{
  "formula": "C24H50BN2O5",
  "method": "ωB97M-V/def2-TZVPD",
  "species": ["C", "C", "C", "O", "C", "B", "O", "C", "C", "O", "H", "H", "H", "H", "H", "H", "H", "H", "H", "H", "H", "H", "H", "H", "C", "C", "C", "C", "C", "C", "N", "O", "C", "C", "C", "H", "H", "H", "H", "H", "H", "H", "H", "H", "H", "H", "H", "H", "H", "H", "H", "H", "H", "C", "C", "C", "C", "C", "C", "N", "O", "C", "C", "C", "H", "H", "H", "H", "H", "H", "H", "H", "H", "H", "H", "H", "H", "H", "H", "H", "H", "H"],
  "xyz": [[-2.54, -4.31, -3.52], [-1.53, -3.21, -3.85], [-0.08, -3.67, -3.87], [0.34, -4.44, -2.78], [0.06, -3.86, -1.48], [0.67, -2.38, -1.13], [1.83, -2.32, -0.21], [1.67, -1.19, 0.58], [0.27, -0.57, 0.27], [-0.40, -1.67, -0.35], [-2.13, -5.29, -3.69], [-3.44, -4.15, -4.10], [-2.84, -4.23, -2.49], [-1.63, -2.35, -3.19], [-1.74, -2.84, -4.85], [0.56, -2.80, -4.03], [0.04, -4.30, -4.75], [-1.00, -3.84, -1.27], [0.49, -4.56, -0.77], [0.87, -1.65, -2.13], [2.43, -0.45, 0.34], [1.63, -1.47, 1.63], [0.28, 0.21, -0.50], [-0.35, -0.37, 1.14], [-5.42, 1.53, 2.30], [-6.10, 0.20, 2.69], [-5.47, -0.34, 3.98], [-4.04, -0.82, 3.77], [-3.95, -1.84, 2.63], [-4.65, -1.42, 1.34], [-5.99, -0.83, 1.62], [-6.88, -1.75, 1.78], [-3.77, -0.43, 0.55], [-4.80, -2.64, 0.44], [-7.57, 0.54, 2.92], [-5.78, 2.32, 2.95], [-4.34, 1.52, 2.40], [-5.67, 1.80, 1.27], [-6.08, -1.16, 4.36], [-5.49, 0.45, 4.74], [-3.37, 0.02, 3.58], [-3.67, -1.28, 4.69], [-2.90, -2.05, 2.40], [-4.38, -2.78, 2.97], [-4.31, -0.04, -0.32], [-2.87, -0.94, 0.18], [-3.41, 0.41, 1.13], [-5.28, -3.47, 0.95], [-3.81, -2.97, 0.12], [-5.38, -2.40, -0.45], [-7.99, 1.02, 2.03], [-7.65, 1.25, 3.75], [-8.17, -0.33, 3.16], [5.13, 4.34, -2.12], [4.54, 3.85, -0.78], [5.41, 4.33, 0.38], [6.77, 3.63, 0.42], [6.62, 2.11, 0.42], [5.67, 1.55, -0.65], [4.42, 2.36, -0.73], [3.60, 2.02, 0.20], [6.37, 1.51, -2.02], [5.34, 0.10, -0.31], [3.15, 4.47, -0.70], [4.92, 5.40, -2.24], [6.21, 4.24, -2.19], [4.68, 3.81, -2.96], [4.89, 4.15, 1.32], [5.55, 5.41, 0.30], [7.39, 3.95, -0.42], [7.30, 3.94, 1.32], [7.60, 1.65, 0.29], [6.25, 1.80, 1.41], [5.67, 1.22, -2.80], [7.17, 0.76, -2.00], [6.84, 2.44, -2.31], [4.96, -0.02, 0.70], [6.25, -0.50, -0.39], [4.60, -0.31, -1.00], [2.56, 4.20, -1.58], [3.24, 5.55, -0.67], [2.61, 4.15, 0.18]],
  "energy_ha": -1454.96160,
  "spin_multiplicity": 3,
  "de_lowest_kcal_mol": 1.11,
  "orbital_gap_ev": [6.2238, 6.2229],
  "total_charge": -1
}

[3]
{
  "formula": "C24H50F15HfN4O8PS3",
  "method": "ωB97M-V/def2-TZVPD",
  "species": ["Hf", "C", "F", "F", "F", "S", "O", "O", "O", "P", "F", "F", "F", "F", "F", "F", "C", "N", "C", "C", "C", "C", "O", "H", "H", "H", "H", "H", "H", "H", "H", "H", "H", "H", "H", "H", "H", "C", "C", "C", "N", "C", "C", "C", "C", "C", "H", "H", "H", "H", "H", "H", "H", "H", "H", "H", "H", "H", "H", "H", "H", "H", "H", "H", "C", "C", "C", "N", "C", "C", "C", "C", "C", "H", "H", "H", "H", "H", "H", "H", "H", "H", "H", "H", "H", "H", "H", "H", "H", "H", "H", "C", "F", "F", "F", "S", "O", "O", "N", "S", "O", "O", "C", "F", "F", "F"],
  "xyz": [[2.20, 1.06, -4.11], [1.46, -0.12, 0.67], [0.63, -0.56, 1.58], [1.33, 1.17, 0.60], [2.77, -0.48, 1.03], [1.09, -0.90, -1.08], [1.92, -2.11, -1.18], [-0.34, -1.15, -1.11], [1.53, 0.04, -2.16], [-0.34, 3.21, -3.03], [-0.41, 4.85, -2.60], [0.72, 2.78, -1.73], [-1.53, 2.74, -2.08], [-0.01, 1.71, -3.43], [-1.28, 3.40, -4.36], [1.01, 3.45, -3.90], [1.79, -4.54, 1.53], [1.94, -5.74, 0.45], [0.81, -5.38, -0.55], [3.27, -5.72, -0.36], [1.73, -7.03, 1.30], [1.68, -8.33, 0.54], [0.79, -8.31, -0.55], [2.70, -4.72, 2.12], [0.83, -4.51, 2.03], [1.99, -3.65, 0.93], [1.01, -4.44, -1.06], [-0.12, -5.32, 0.01], [0.66, -6.10, -1.35], [3.01, -6.28, -1.26], [4.05, -6.17, 0.25], [3.44, -4.66, -0.56], [0.80, -6.91, 1.86], [2.52, -7.16, 2.04], [1.24, -9.11, 1.17], [2.69, -8.53, 0.20], [0.25, -9.10, -0.51], [0.37, 1.47, 4.15], [0.31, 3.01, 4.11], [-0.24, 3.43, 2.74], [0.07, 5.00, 2.47], [-0.43, 5.77, 3.76], [-0.69, 5.41, 1.20], [0.07, 6.46, 0.49], [1.31, 6.75, 1.37], [1.51, 5.38, 2.05], [-0.53, 0.99, 3.75], [0.61, 1.02, 5.11], [1.20, 1.21, 3.50], [1.36, 3.25, 4.29], [-0.32, 3.47, 4.88], [-1.32, 3.33, 2.81], [0.22, 3.03, 1.84], [0.24, 5.46, 4.56], [-1.46, 5.44, 3.92], [-0.38, 6.85, 3.60], [-1.58, 5.91, 1.59], [-0.84, 4.56, 0.54], [-0.49, 7.29, 0.06], [0.39, 6.07, -0.48], [1.11, 7.50, 2.13], [2.15, 7.20, 0.84], [2.13, 5.45, 2.94], [1.90, 4.66, 1.33], [-8.02, 1.00, -0.83], [-6.50, 1.16, -0.78], [-5.85, 0.36, 0.35], [-4.35, -0.04, 0.10], [-4.28, -1.03, -1.12], [-3.85, -0.66, 1.40], [-2.41, -0.42, 1.38], [-2.37, 1.05, 1.00], [-3.35, 1.14, -0.11], [-8.56, 1.56, -1.59], [-8.48, 1.22, 0.13], [-8.38, -0.01, -1.01], [-6.22, 2.21, -0.80], [-6.12, 0.77, -1.72], [-6.37, -0.54, 0.68], [-5.91, 0.93, 1.28], [-4.40, -0.45, -2.04], [-5.04, -1.80, -0.97], [-3.33, -1.55, -1.16], [-4.06, -1.73, 1.42], [-4.26, -0.17, 2.28], [-1.95, -1.08, 0.65], [-2.10, -0.55, 2.42], [-1.38, 1.43, 0.75], [-2.75, 1.77, 1.72], [-2.88, 0.95, -1.08], [-3.85, 2.11, -0.16], [4.53, -2.73, -5.64], [4.62, -1.72, -6.48], [3.56, -3.59, -6.08], [5.71, -3.43, -5.51], [3.83, -2.20, -3.84], [2.44, -2.42, -3.89], [4.54, -2.92, -2.78], [3.97, -0.38, -3.82], [5.55, -0.23, -3.40], [6.50, -1.24, -3.72], [5.97, 1.09, -3.85], [5.40, -0.14, -1.39], [6.16, 0.73, -0.71], [4.11, 0.15, -1.10], [5.70, -1.37, -0.86]],
  "energy_ha": -4845.10273,
  "spin_multiplicity": 2,
  "orbital_gap_ev": [3.0554, 2.1516],
  "total_charge": 5
}

[4]
{
  "formula": "C24H50N2O2P",
  "method": "ωB97M-V/def2-TZVPD",
  "species": ["C", "C", "C", "C", "C", "C", "C", "C", "C", "C", "C", "C", "P", "N", "C", "C", "C", "C", "N", "O", "C", "C", "C", "C", "H", "H", "H", "H", "H", "H", "H", "H", "H", "H", "H", "H", "H", "H", "H", "H", "H", "H", "H", "H", "H", "H", "H", "H", "H", "H", "H", "H", "H", "H", "H", "H", "H", "H", "H", "H", "H", "H", "H", "H", "H", "H", "C", "C", "C", "O", "C", "H", "H", "H", "H", "H", "H", "H", "H"],
  "xyz": [[-1.83, -4.50, 1.24], [-0.58, -5.34, 1.57], [0.74, -4.54, 1.66], [1.79, -5.00, 0.66], [3.18, -4.47, 0.99], [3.34, -2.95, 0.81], [4.62, -2.61, 0.04], [4.77, -1.16, -0.38], [3.87, -0.68, -1.54], [3.68, 0.84, -1.50], [2.32, 1.38, -1.95], [1.06, 0.79, -1.26], [0.53, -0.66, -2.29], [0.15, -1.96, -1.49], [1.27, 0.35, 0.18], [1.15, 1.44, 1.26], [1.19, 0.71, 2.61], [2.31, 2.43, 1.25], [-0.14, 2.21, 1.15], [-0.86, 2.25, 2.21], [-0.95, 2.00, -0.08], [-1.94, 0.83, 0.10], [-1.79, 3.27, -0.29], [-0.08, 1.85, -1.33], [-2.15, -4.68, 0.22], [-1.64, -3.43, 1.32], [-2.68, -4.76, 1.87], [-0.48, -6.12, 0.81], [-0.76, -5.84, 2.52], [1.14, -4.69, 2.67], [0.51, -3.48, 1.55], [1.81, -6.09, 0.67], [1.52, -4.64, -0.34], [3.93, -4.99, 0.40], [3.39, -4.73, 2.04], [3.40, -2.49, 1.80], [2.44, -2.57, 0.32], [4.73, -3.29, -0.80], [5.43, -2.80, 0.74], [4.58, -0.55, 0.51], [5.80, -1.00, -0.70], [2.93, -1.24, -1.48], [4.38, -0.97, -2.45], [3.94, 1.23, -0.52], [4.40, 1.29, -2.18], [2.24, 1.17, -3.03], [2.34, 2.46, -1.88], [1.62, -0.85, -3.16], [-0.49, -0.18, -3.14], [-0.80, -2.25, -1.69], [0.52, -0.41, 0.40], [2.23, -0.14, 0.33], [2.14, 0.17, 2.64], [1.19, 1.40, 3.44], [0.40, -0.03, 2.70], [2.29, 3.01, 2.17], [3.24, 1.85, 1.28], [2.31, 3.08, 0.38], [-2.23, 0.44, -0.87], [-1.53, 0.03, 0.72], [-2.82, 1.20, 0.62], [-2.46, 3.42, 0.55], [-1.15, 4.13, -0.49], [-2.41, 3.11, -1.18], [-0.79, 1.64, -2.13], [0.34, 2.82, -1.57], [-6.28, 3.85, 0.37], [-6.64, 5.06, -0.49], [-5.81, 4.81, -1.74], [-5.69, 3.39, -1.88], [-6.15, 2.76, -0.68], [-7.01, 3.62, 1.14], [-5.31, 4.01, 0.86], [-7.70, 5.04, -0.73], [-6.42, 6.01, -0.02], [-4.80, 5.23, -1.63], [-6.26, 5.23, -2.64], [-7.11, 2.28, -0.89], [-5.44, 1.98, -0.39]],
  "energy_ha": -1545.68042,
  "spin_multiplicity": 2,
  "de_lowest_kcal_mol": 0.00,
  "orbital_gap_ev": [8.9357, 9.3014]
}

[5]
{
  "formula": "C24H51BFO6",
  "method": "ωB97M-V/def2-TZVPD",
  "species": ["C", "C", "C", "C", "C", "B", "C", "C", "C", "C", "O", "O", "C", "C", "C", "C", "O", "O", "C", "C", "C", "F", "H", "H", "H", "H", "H", "H", "H", "H", "H", "H", "H", "H", "H", "H", "H", "H", "H", "H", "H", "H", "H", "H", "H", "H", "H", "H", "H", "H", "H", "H", "H", "C", "C", "O", "C", "C", "H", "H", "H", "H", "H", "H", "H", "H", "H", "H", "C", "C", "O", "C", "C", "H", "H", "H", "H", "H", "H", "H", "H", "H", "H"],
  "xyz": [[-4.05, 1.13, 2.15], [-2.75, 0.51, 2.69], [-1.72, 0.16, 1.61], [-0.28, 0.41, 2.04], [0.79, -0.38, 1.25], [0.90, -0.10, -0.38], [0.60, 1.51, -0.64], [0.81, 2.00, -2.07], [0.37, 3.46, -2.26], [0.00, 3.81, -3.67], [0.50, 3.37, -4.66], [-1.00, 4.77, -3.75], [-2.19, 4.33, -4.42], [-3.21, 3.83, -3.42], [2.49, -0.33, -0.90], [3.05, -1.67, -0.67], [3.19, -2.55, -1.47], [3.45, -1.90, 0.66], [-0.12, -1.01, -1.32], [-0.54, -2.37, -0.81], [-1.18, -3.27, -1.87], [0.56, -3.08, -0.28], [-4.69, 0.38, 1.68], [-3.82, 1.91, 1.43], [-4.63, 1.58, 2.96], [-2.30, 1.22, 3.40], [-2.98, -0.39, 3.27], [-1.84, -0.89, 1.34], [-1.96, 0.74, 0.71], [-0.07, 1.49, 1.99], [-0.22, 0.15, 3.11], [0.63, -1.44, 1.50], [1.76, -0.11, 1.69], [-0.45, 1.72, -0.38], [1.22, 2.13, 0.03], [0.23, 1.37, -2.76], [1.86, 1.91, -2.36], [-0.48, 3.68, -1.61], [1.19, 4.13, -1.98], [-2.57, 5.20, -4.97], [-1.93, 3.57, -5.15], [-2.83, 2.97, -2.86], [-4.12, 3.52, -3.94], [-3.47, 4.61, -2.71], [2.59, -0.14, -1.97], [3.09, 0.41, -0.35], [2.69, -2.29, 1.11], [0.33, -1.16, -2.31], [-1.06, -0.46, -1.50], [-1.24, -2.26, 0.02], [-0.39, -3.85, -2.34], [-1.65, -2.66, -2.64], [-1.91, -3.96, -1.45], [6.85, 0.45, 1.19], [6.27, 0.36, -0.21], [5.49, 1.48, -0.58], [6.12, 2.74, -0.59], [7.29, 2.84, -1.56], [6.05, 0.57, 1.92], [7.38, -0.48, 1.42], [7.55, 1.28, 1.30], [5.59, -0.48, -0.28], [7.07, 0.20, -0.95], [6.45, 3.02, 0.42], [5.34, 3.44, -0.88], [8.10, 2.16, -1.29], [7.69, 3.85, -1.56], [6.96, 2.59, -2.57], [-5.68, -5.24, 1.90], [-4.31, -4.58, 1.82], [-4.33, -3.18, 2.02], [-4.82, -2.73, 3.27], [-4.03, -3.24, 4.47], [-6.36, -4.79, 1.18], [-5.58, -6.31, 1.67], [-6.12, -5.15, 2.89], [-3.90, -4.71, 0.82], [-3.61, -5.06, 2.52], [-5.89, -2.97, 3.38], [-4.74, -1.65, 3.22], [-4.10, -4.33, 4.57], [-4.42, -2.80, 5.38], [-2.98, -2.98, 4.37]],
  "energy_ha": -1521.26359,
  "orbital_gap_ev": 7.9449,
  "total_charge": -1
}